1.
The following is a quantum chemistry calculation of a structure of composition C26H27Cl2N3PTc, from OMol25.

```
60
C26H27Cl2N3PTc, DFT ωB97M-V/def2-TZVPD
Tc -0.4332 -0.0190 -1.6113
C 1.8899 -2.8570 0.2254
C 0.4128 -2.8027 0.4395
C -0.3142 -3.9874 0.5383
C -1.6826 -3.9959 0.7566
C -2.3830 -2.7985 0.8771
C -1.6964 -1.6076 0.7872
C -0.2977 -1.5937 0.5925
P 0.3535 0.1297 0.6203
C -0.2218 0.9353 2.1482
C -0.6516 2.2564 2.0575
C -1.0175 2.9517 3.2042
C -0.9750 2.3155 4.4388
C -0.5599 1.0020 4.5261
C -0.1530 0.2840 3.3951
C 0.3452 -1.1081 3.5472
C 2.1451 0.3261 0.5171
C 2.9850 0.5159 1.6116
C 4.3481 0.6781 1.4026
C 4.8572 0.6603 0.1115
C 4.0139 0.5026 -0.9779
C 2.6378 0.3486 -0.7972
C 1.7005 0.2315 -1.9495
H 2.2296 -3.8897 0.2305
H 2.4245 -2.3263 1.0119
H 2.1722 -2.4114 -0.7275
H 0.2119 -4.9270 0.4542
H -2.2012 -4.9377 0.8414
H -3.4443 -2.8080 1.0589
H -2.2182 -0.6669 0.9373
H -0.7022 2.7405 1.0896
H -1.3417 3.9775 3.1370
H -1.2651 2.8455 5.3330
H -0.5244 0.5127 5.4871
H 0.8232 -1.2445 4.5142
H 1.0538 -1.3757 2.7634
H -0.4867 -1.8136 3.5115
H 2.5790 0.5415 2.6129
H 5.0061 0.8207 2.2458
H 5.9161 0.7874 -0.0502
H 4.4253 0.5183 -1.9757
H 1.9941 -0.6309 -2.5610
H 1.8218 1.1080 -2.5955
Cl -0.6499 -1.9060 -3.0361
C -1.7920 -3.2260 -3.3204
Cl -2.6993 -2.9198 -4.8216
H -2.4796 -3.2801 -2.4745
H -1.1968 -4.1383 -3.4127
N -3.9091 3.0760 -4.1480
C -2.7844 3.0277 -3.4567
C -2.2812 1.8420 -2.8364
N -1.1188 1.8369 -2.1926
C -0.4239 2.9810 -2.1039
C -0.9284 4.1411 -2.6973
N -2.0582 4.1446 -3.3392
H -4.5348 2.2943 -4.2591
H -4.1935 3.9592 -4.5515
H -2.8606 0.9272 -2.8958
H 0.5200 2.9768 -1.5789
H -0.3868 5.0770 -2.6544
```

Summary:
spin multiplicity	4
ΔE to the lowest compared entry with this formula, charge and spin	4.5	kcal/mol
charge	+3
gap between HOMO and LUMO (alpha / beta)	5.540 / 5.336	eV
total energy	-68373.6270	eV

Here are the Mulliken charges for atoms 1 to 6, given in e: atom 1 (Tc): -0.4302, atom 2 (C): -1.3455, atom 3 (C): 0.3234, atom 4 (C): -0.9489, atom 5 (C): -0.7210, atom 6 (C): -1.0874

***

2.
The following is a quantum chemistry calculation of a structure of composition C26H27Cl3IMnN6O2S, from OMol25.

```
67
C26H27Cl3IMnN6O2S, DFT ωB97M-V/def2-TZVPD
Mn 0.8029 -0.4633 1.9264
C 1.5172 -3.8718 -0.5920
C 1.0650 -2.8834 0.4455
N 1.4241 -1.6320 0.4929
N 2.3332 -1.0227 -0.4507
C 3.2873 -0.2814 0.1885
N 4.2950 0.1717 -0.5502
S 3.1247 0.1245 1.8233
C 0.3163 -3.3266 1.6182
C 0.0825 -4.6752 2.0130
C -0.6419 -4.9749 3.1687
C -1.0019 -3.8859 4.0019
C -0.6624 -2.5462 3.6476
N 0.0115 -2.2689 2.4924
H 2.5919 -4.1670 -0.4327
H 1.4860 -3.4846 -1.5792
H 0.9188 -4.8010 -0.6203
H 1.9891 -0.8424 -1.4226
H 4.3688 -0.1571 -1.5198
H 5.1848 0.3723 -0.1057
H 0.4643 -5.4603 1.3923
H -0.7995 -6.0084 3.4266
H -1.4892 -4.0716 4.9611
H -0.8528 -1.7057 4.3496
Cl 1.0612 0.0569 7.5870
C -0.0244 0.7124 6.2958
Cl 0.0444 2.4930 6.2453
Cl -1.7511 0.0027 6.4490
C 0.4605 0.3375 4.9757
N 0.8236 0.1070 3.8750
I -6.1565 -1.6300 -4.1028
C -4.2446 -0.7979 -3.7946
C -4.0134 0.5420 -4.2249
C -2.6973 1.0695 -4.1585
C -1.7024 0.2462 -3.6553
C -1.9084 -1.0851 -3.4171
C -3.2197 -1.5839 -3.3628
C -0.4000 0.7963 -3.2026
O -0.2477 2.0956 -3.1991
O 0.3950 -0.0338 -2.7483
H -4.8495 1.1543 -4.5241
H -2.4691 2.1148 -4.3726
H -1.0448 -1.7046 -3.4151
H -3.4615 -2.5846 -3.0938
C 1.0296 4.3451 -1.7385
N 1.3828 2.9094 -1.5731
C 2.7759 2.6933 -2.0491
C 1.3406 2.4248 -0.1399
C -0.0524 2.1289 0.3240
C -1.0937 3.1221 0.4213
C -2.3794 2.6982 0.7509
C -2.6211 1.3467 0.8383
C -1.5541 0.3857 0.7737
C -0.3084 0.8477 0.7328
H 1.0050 4.4951 -2.8089
H 1.8578 4.8872 -1.3533
H 0.0228 4.6274 -1.4780
H 0.5806 2.3264 -2.4192
H 3.5108 3.0707 -1.3605
H 2.9670 3.0624 -3.0146
H 2.8987 1.6353 -2.1514
H 1.7308 3.1981 0.4783
H 1.9896 1.4862 -0.1378
H -0.9054 4.1836 0.4068
H -3.2294 3.4043 0.9448
H -3.6285 0.9458 0.9048
H -1.7298 -0.6707 0.8176
```

Summary:
spin multiplicity	6
ΔE to the lowest compared entry with this formula, charge and spin	40.5	kcal/mol
charge	+1
gap between HOMO and LUMO (alpha / beta)	5.480 / 6.246	eV
total energy	-128250.2823	eV

Here are the Mulliken charges for atoms 1 to 6, given in e: atom 1 (Mn): -0.4253, atom 2 (C): -1.8275, atom 3 (C): 0.8183, atom 4 (N): 0.3918, atom 5 (N): -0.4935, atom 6 (C): 0.0780

***

3.
The following is a quantum chemistry calculation of a structure of composition C26H27ClMgN6O7S2, from OMol25.

```
70
C26H27ClMgN6O7S2, DFT ωB97M-V/def2-TZVPD
Mg 0.3977 0.0770 0.3940
O 5.9458 -1.0773 -1.4857
C 4.6088 -1.0566 -1.2101
C 3.7139 -0.4054 -2.0514
C 2.4093 -0.2944 -1.6211
N 2.0074 -0.8437 -0.4869
C 2.8407 -1.5013 0.3031
C 4.1728 -1.6587 -0.0351
C 2.2268 -1.8981 1.6583
O 2.8612 -2.6663 2.3785
O 1.1152 -1.3262 1.8982
C 1.3733 0.6317 -2.2682
O 1.6023 1.0762 -3.3939
O 0.3765 0.8830 -1.5186
H 6.1431 -0.2843 -2.0003
H 4.0307 0.1104 -2.9456
H 4.8589 -2.1435 0.6436
N -1.2802 1.6931 0.5887
C -2.5783 1.2775 0.0498
C -3.1781 0.1496 0.8791
C -2.7300 -1.2308 0.4201
N -1.2638 -1.3827 0.3393
H -1.3913 2.2771 1.4092
H -0.7663 2.2284 -0.1061
H -2.4007 0.9350 -0.9722
H -3.2773 2.1241 -0.0105
H -4.2691 0.1869 0.8120
H -2.9251 0.3097 1.9340
H -3.1336 -1.4174 -0.5761
H -3.1661 -1.9972 1.0697
H -1.1046 -1.9804 -0.4827
H -0.9136 -1.9109 1.1340
Cl -7.4004 -2.9349 -2.0001
C -5.6422 -3.0546 -2.0862
C -4.9136 -2.1792 -2.8885
C -3.5458 -2.2758 -2.9687
C -2.7858 -3.2557 -2.2325
C -1.4052 -3.2951 -2.2380
C -3.5989 -4.1520 -1.4520
C -4.9671 -4.0458 -1.3795
H -5.4335 -1.4149 -3.4577
H -3.0061 -1.5773 -3.5991
H -0.8451 -2.6442 -2.8972
H -0.8821 -4.1333 -1.7937
H -3.1053 -4.9309 -0.8805
H -5.5298 -4.7397 -0.7639
N 2.0769 7.3449 -3.3871
C 2.6558 6.2866 -2.6615
C 2.4460 4.9655 -3.0591
C 3.0353 3.9229 -2.3720
C 3.8469 4.1877 -1.2736
C 4.0631 5.4940 -0.8737
C 3.4734 6.5427 -1.5675
S 4.5738 2.8318 -0.3868
O 5.3395 3.4407 0.6878
O 5.3084 2.0618 -1.3655
N 3.3490 1.9693 0.1068
C 2.6726 2.2309 1.2257
S 3.1383 3.3618 2.4983
C 1.7317 2.9131 3.3981
C 1.0362 1.9763 2.7276
N 1.5320 1.6099 1.5014
H 1.2362 7.0698 -3.8734
H 1.8984 8.1613 -2.8212
H 1.8048 4.7474 -3.9046
H 2.8333 2.9050 -2.6835
H 4.6898 5.6813 -0.0130
H 3.6456 7.5663 -1.2537
H 1.5192 3.3176 4.3722
H 0.1461 1.4841 3.0939
```

Summary:
ΔE to the lowest compared entry with this formula, charge and spin	6.5	kcal/mol
charge	-2
gap between HOMO and LUMO	4.542	eV
total energy	-90318.7559	eV

Here are the Mulliken charges for atoms 1 to 6, given in e: atom 1 (Mg): 1.6437, atom 2 (O): -0.6440, atom 3 (C): 1.0001, atom 4 (C): -0.7435, atom 5 (C): 0.4219, atom 6 (N): 0.2068

***

4.
The following is a quantum chemistry calculation of a structure of composition C26H27F6N4O2Tl, from OMol25.

```
66
C26H27F6N4O2Tl, DFT ωB97M-V/def2-TZVPD
Tl -0.6812 0.1386 0.4882
C 2.7963 2.1563 -2.1724
C 1.9701 1.3106 -1.2112
N 0.6852 1.8877 -0.7866
C 0.8139 3.1850 -0.0992
C 1.8284 3.1988 1.0290
C -0.2785 2.0363 -1.8870
C -0.6463 0.7224 -2.5493
N -1.0364 -0.3127 -1.5907
C -1.4367 -1.5179 -2.0807
C -1.7612 -2.5865 -1.2177
F -1.6680 -2.3875 0.1253
C -2.1749 -3.8307 -1.6327
F -2.4606 -4.7451 -0.6908
C -2.2958 -4.1478 -2.9699
C -1.9800 -3.1329 -3.8479
F -2.0709 -3.3550 -5.1681
C -1.5682 -1.8750 -3.4437
F -1.2988 -0.9988 -4.4361
H 3.6851 1.6011 -2.4726
H 3.1258 3.0896 -1.7166
H 2.2449 2.4016 -3.0791
H 2.5494 1.1010 -0.3093
H 1.7574 0.3403 -1.6623
H -0.1812 3.4178 0.2824
H 1.0653 3.9658 -0.8309
H 1.6128 2.4394 1.7793
H 1.7963 4.1717 1.5187
H 2.8485 3.0483 0.6763
H 0.1060 2.7133 -2.6607
H -1.1700 2.5003 -1.4678
H 0.1879 0.3656 -3.1659
H -1.4667 0.9474 -3.2340
H -2.6221 -5.1176 -3.3067
F -0.0251 1.5180 5.6435
C 0.4959 0.8249 4.6169
C -0.1469 0.8402 3.3934
C 0.4040 0.1264 2.3402
C 1.5943 -0.5952 2.4834
C 2.1717 -0.5845 3.7518
F 3.2830 -1.3108 3.9989
C 1.6548 0.1087 4.8275
C 2.1973 -1.3304 1.3281
C 3.5556 -1.6373 1.2370
C 4.0173 -2.2950 0.1120
C 3.1288 -2.6316 -0.8966
C 1.8039 -2.2688 -0.7364
N 1.3538 -1.6387 0.3433
H -1.0520 1.4221 3.2742
H 2.1394 0.0785 5.7912
H 4.2369 -1.3583 2.0227
H 5.0678 -2.5368 0.0244
H 3.4499 -3.1491 -1.7888
H 1.0707 -2.4794 -1.5069
N -2.7275 -0.6688 1.9146
C -3.8635 0.2716 1.9239
C -4.1795 0.7590 0.5212
C -3.2075 1.8060 -0.0311
O -3.5202 2.4585 -1.0095
O -2.0628 1.9015 0.5807
H -3.0241 -1.5705 1.5551
H -2.3883 -0.8295 2.8576
H -3.5825 1.1223 2.5466
H -4.7499 -0.1913 2.3712
H -5.1806 1.1908 0.4801
H -4.1906 -0.0845 -0.1798
```

Summary:
charge	0
gap between HOMO and LUMO	7.818	eV
total energy	-58453.4527	eV

Here are the Mulliken charges for atoms 1 to 6, given in e: atom 1 (Tl): 2.6711, atom 2 (C): -1.7205, atom 3 (C): -0.1306, atom 4 (N): 0.6259, atom 5 (C): -0.7518, atom 6 (C): -1.0298

***

| no. | strongest force on any atom (eV/A) |
| --- | --- |
| 1 | 2.40 |
| 2 | 5.49 |
| 3 | 0.45 |
| 4 | 0.33 |